21
Properties=species:S:1:pos:R:3 method="wB97M-V/def2-TZVPD" e_above_lowest_kcal_mol=51.71 lumo_ev=0.208 homo_lumo_gap_ev=8.71
C 0.2893 -0.4461 -2.9604
N 0.6575 -0.3510 -1.5584
C 1.9982 -0.3097 -1.0719
O 3.0027 -0.5282 -1.6615
C 1.7524 -0.1798 0.6623
N 2.1336 -0.0348 1.8412
C 0.9207 0.2720 2.6979
C -0.2232 0.3373 1.8492
C -1.6208 0.4570 1.8295
C -2.2641 0.4194 0.5966
C -1.6473 0.1113 -0.6442
C -0.3041 -0.0939 -0.6359
C 0.2934 0.0063 0.6063
H 0.1084 0.5228 -3.2671
H 1.1144 -0.9477 -3.4917
H -0.6985 -0.7980 -2.9568
H 1.2171 0.9094 3.4867
H 0.8547 -0.7059 3.1139
H -2.1050 0.7284 2.7302
H -3.3047 0.6263 0.4379
H -2.1749 0.0048 -1.6037

=====

22
Properties=species:S:1:pos:R:3 method="wB97M-V/def2-TZVPD" e_above_lowest_kcal_mol=65.00 lumo_ev=-0.690 homo_lumo_gap_ev=7.77
O -5.0263 1.1135 -0.4767
N -3.7936 1.3100 -0.2602
C -3.2599 0.5764 0.8607
C -1.7928 0.8349 0.9214
C -1.1498 1.6459 1.8239
C 0.2768 1.5689 1.7155
C 0.6827 0.7459 0.7046
C 2.0618 0.4300 0.3714
C 2.3092 -0.5901 -0.5799
C 3.6116 -0.8991 -0.8712
C 4.6541 -0.1966 -0.2026
N 4.4262 0.7746 0.6863
C 3.1529 1.0623 0.9838
S -0.6675 0.0495 -0.1800
H -3.7529 0.8749 1.7988
H -3.4262 -0.4796 0.6520
H -1.6277 2.2168 2.5976
H 0.9388 2.0443 2.4264
H 1.5191 -1.1005 -1.0889
H 3.8393 -1.7207 -1.5599
H 5.6528 -0.4766 -0.3849
H 3.0133 1.8571 1.7037

=====

27
Properties=species:S:1:pos:R:3 method="wB97M-V/def2-TZVPD" charge=-1 e_above_lowest_kcal_mol=18.72 lumo_ev="0.838 / 0.933" homo_lumo_gap_ev="6.84 / 6.93"
Pt -0.1070 -0.9001 -2.3257
O 1.0009 3.0673 -1.0333
C 0.6277 1.9056 -1.0329
O -0.0461 1.3592 -1.9449
C 0.9279 1.0887 0.2820
C -0.2930 0.3065 0.8133
C -0.1042 0.1101 2.3318
C 1.0141 -0.9501 2.3449
C 1.1980 -1.2046 0.8304
O -0.1102 -1.0131 0.3224
C 1.9939 -0.0272 0.2351
C 2.6150 -0.3630 -1.1616
O 3.7948 -0.1047 -1.3126
O 1.8826 -0.9682 -2.0086
H 1.2346 1.8591 0.9921
H -1.2622 0.6973 0.5051
H -1.0211 -0.2705 2.7814
H 0.1751 1.0346 2.8327
H 0.6994 -1.8618 2.8531
H 1.9324 -0.5891 2.8050
H 1.5674 -2.1972 0.5685
H 2.8520 0.2345 0.8583
N -6.0545 1.0128 -1.8312
C -5.1677 0.2775 -1.8972
N -4.2651 -0.6315 -1.9410
C -3.0770 -0.7510 -2.2651
N -2.0075 -1.1212 -2.6015

=====

22
Properties=species:S:1:pos:R:3 method="wB97M-V/def2-TZVPD" e_above_lowest_kcal_mol=15.62 lumo_ev=-0.322 homo_lumo_gap_ev=8.56
C 0.4890 -1.8919 1.1256
N -0.5648 -1.7525 0.3401
C -0.9781 -0.5950 -0.3493
C -2.3452 -0.5763 -0.5569
C -2.9839 0.4718 -1.2444
C -2.1832 1.5322 -1.6891
C -0.8040 1.5065 -1.5222
C -0.1721 0.4727 -0.8196
C 1.3228 0.5213 -0.6250
N 1.7315 0.3217 0.7694
N 2.8009 0.9508 1.3121
N 3.1601 0.2513 2.3333
C 2.3508 -0.8587 2.4944
C 1.4252 -0.8102 1.4792
H 0.6576 -2.8840 1.5619
H -2.9530 -1.3807 -0.1964
H -4.0464 0.5020 -1.3779
H -2.7060 2.3436 -2.1242
H -0.2096 2.3047 -1.9142
H 1.7922 -0.2494 -1.2752
H 1.7434 1.4626 -0.9344
H 2.4730 -1.6424 3.2129

=====

24
Properties=species:S:1:pos:R:3 method="wB97M-V/def2-TZVPD" e_above_lowest_kcal_mol=0.00 lumo_ev=-1.252 homo_lumo_gap_ev=7.99
N -2.1059 -0.2645 2.7608
P -2.4689 0.5833 1.5189
O -3.8899 0.2800 0.8540
O -2.4752 2.1580 1.8367
C -1.2598 0.4551 0.1986
C -0.8676 1.4800 -0.5568
C 0.2048 1.2708 -1.5663
O 0.2561 1.9046 -2.5818
C 1.1871 0.2221 -1.2117
C 2.5088 0.3017 -1.6405
C 3.3984 -0.6951 -1.2403
C 2.9839 -1.7560 -0.4471
C 1.6497 -1.8536 -0.0483
C 0.7673 -0.8523 -0.4334
C -0.6592 -0.8929 -0.0320
O -1.2951 -1.8989 0.0465
H -2.7785 -0.9874 2.9701
H -4.5277 0.2874 1.5814
H -1.5673 2.4853 1.8439
H -1.2964 2.4638 -0.4498
H 2.8316 1.1171 -2.2636
H 4.4257 -0.6092 -1.5563
H 3.6758 -2.5178 -0.1272
H 1.3025 -2.6814 0.5441

=====

20
Properties=species:S:1:pos:R:3 method="wB97M-V/def2-TZVPD" e_above_lowest_kcal_mol=34.92 lumo_ev=0.478 homo_lumo_gap_ev=8.23
O 3.7730 0.2839 -0.0989
C 2.4509 0.0118 -0.0103
C 1.9060 -1.2798 0.0258
C 0.5334 -1.5895 -0.0343
C -0.4306 -0.5259 -0.0630
C -1.8641 -0.7009 0.0126
O -2.5346 -1.8874 -0.0413
C -2.6932 0.4164 -0.0819
C -2.1347 1.7214 0.0231
C -0.7649 1.9221 -0.0206
C 0.0863 0.7974 -0.0363
C 1.5380 1.0253 -0.0579
H 4.3272 -0.5571 0.3037
H 2.6280 -2.1283 0.0481
H 0.1693 -2.5731 -0.1491
H -1.8248 -2.7497 0.1318
H -3.7676 0.2369 -0.0969
H -2.9140 2.5366 0.0296
H -0.3707 2.9308 0.0872
H 1.8875 2.1092 0.0285

=====

26
Properties=species:S:1:pos:R:3 method="wB97M-V/def2-TZVPD" charge=+2 e_above_lowest_kcal_mol=4.40 lumo_ev="-7.589 / -9.932" multiplicity=5 homo_lumo_gap_ev="8.35 / 6.00"
Co -0.1293 -1.0878 -0.0040
Br 3.7984 -1.1637 0.0022
C 3.6281 -3.0705 -0.0007
Br 1.7737 -3.6335 -0.0070
H 4.0805 -3.4636 0.8993
H 4.0859 -3.4614 -0.8989
Cl -0.0435 6.1442 0.0066
C 0.2269 4.4996 0.0041
C 1.5539 3.9945 0.0058
C 1.7717 2.6537 0.0042
C 0.6626 1.7396 0.0000
O 0.8666 0.4926 -0.0012
C -0.6850 2.2620 -0.0021
C -1.8484 1.3719 -0.0072
O -1.8154 0.1441 -0.0118
C -0.8870 3.6120 0.0002
H 2.3813 4.6919 0.0084
H 2.7712 2.2400 0.0057
H -2.8305 1.8587 -0.0068
H -1.8902 4.0236 -0.0009
C -3.3026 -4.2792 0.0020
C -2.1669 -3.3691 -0.0028
N -1.2500 -2.6824 -0.0020
H -2.9521 -5.2952 -0.1801
H -4.0000 -3.9895 -0.7835
H -3.7998 -4.2326 0.9704

=====

27
Properties=species:S:1:pos:R:3 method="wB97M-V/def2-TZVPD" lumo_ev=-0.997 homo_lumo_gap_ev=8.20
C 0.5549 -3.4549 -0.3472
C 0.1202 -2.2222 -0.1413
C -0.4796 -1.4144 -1.2066
C -0.1936 -0.1756 -1.6162
C 0.8292 0.7597 -1.1488
Br 0.1038 2.3608 -0.4667
C 2.1307 0.4915 -1.1880
C 2.7058 -0.7796 -1.7571
Br 3.4007 1.7201 -0.5468
C -1.1693 0.1855 -2.6985
O -1.2281 1.1594 -3.3678
O -2.0467 -0.8731 -2.8517
C -1.6488 -1.8953 -2.0114
O -2.1846 -2.9554 -2.0033
H 1.0123 -4.0378 0.4417
H 0.4603 -3.9257 -1.3193
H 0.1925 -1.7768 0.8462
H 2.5583 -1.6127 -1.0663
H 2.2503 -1.0172 -2.7198
H 3.7775 -0.6702 -1.9088
C -1.8497 3.1918 4.3843
N -1.2776 2.4820 3.2059
O -1.8948 2.5248 2.1626
O -0.2250 1.9033 3.3767
H -2.7807 3.6555 4.0820
H -2.0011 2.4500 5.1623
H -1.1170 3.9264 4.7038

=====

39
Properties=species:S:1:pos:R:3 method="wB97M-V/def2-TZVPD" charge=-2 e_above_lowest_kcal_mol=20.28 lumo_ev=4.168 homo_lumo_gap_ev=6.83
Cs 0.4316 -1.8395 1.1456
O -2.7759 -3.2244 4.1010
P -1.3122 -2.7140 3.6726
O -0.3754 -2.7617 4.8125
O -1.4097 -1.4529 2.8564
O -0.8597 -3.9268 2.5899
P -1.8423 -4.1207 1.2930
O -1.2784 -5.5875 0.8160
O -3.2610 -4.2879 1.7463
O -1.5088 -3.1444 0.2215
H -3.1433 -3.5631 3.2533
H -1.4946 -6.1707 1.5418
F 6.1219 2.4756 -2.0164
C 5.2230 1.6193 -1.4558
C 4.0304 2.0882 -0.9165
F 3.7690 3.4177 -0.9615
C 3.1246 1.2255 -0.3448
F 1.9788 1.7551 0.1601
C 3.3217 -0.1901 -0.2535
O 2.5135 -0.9830 0.2678
C 4.5667 -0.6016 -0.8306
F 4.8537 -1.9306 -0.8036
C 5.4758 0.2531 -1.4068
F 6.6312 -0.2244 -1.9359
C -2.0677 4.1885 -2.9197
C -1.8106 3.9881 -1.4305
C -2.0402 2.5653 -1.0567
N -2.0772 1.6053 -1.9022
N -2.3066 0.4055 -1.3779
C -2.4573 0.3988 -0.0894
N -2.8412 -0.6374 0.6504
S -2.3073 2.0364 0.6084
H -1.9022 5.2247 -3.2062
H -3.0915 3.9120 -3.1585
H -1.4077 3.5474 -3.4943
H -2.4729 4.6288 -0.8431
H -0.7790 4.2606 -1.1859
H -2.6764 -1.5521 0.2239
H -2.5439 -0.6834 1.6283

=====

24
Properties=species:S:1:pos:R:3 method="wB97M-V/def2-TZVPD" lumo_ev="-0.920 / 0.643" homo_lumo_gap_ev="6.86 / 8.57"
C 2.7911 1.9206 0.3380
C 1.9250 2.0607 -0.8170
C 2.3411 1.1318 1.4229
C 0.6197 1.6556 -0.7228
C 1.1473 0.3895 1.2299
C 0.1950 0.7213 0.2118
C -1.1603 -2.5345 -1.5819
C -0.7379 -2.2246 0.7452
C -1.1258 0.1373 0.3484
C -2.3858 0.7344 -0.1547
O -1.5029 -2.7758 -0.3294
O -1.2800 -1.0016 1.1522
F -2.5993 0.6682 -1.5505
F -2.2932 2.0336 0.1107
F -3.4273 0.2759 0.4816
H 3.6881 2.4648 0.2376
H 2.3166 2.7796 -1.5411
H 3.1330 0.9053 2.1690
H 0.0184 1.7461 -1.5980
H 0.9489 -0.4358 1.9336
H -0.1278 -2.7467 -1.7772
H 0.2896 -2.2487 0.4629
H -1.8300 -2.8035 -2.3283
H -0.9437 -2.8536 1.5571

=====

34
Properties=species:S:1:pos:R:3 method="wB97M-V/def2-TZVPD" charge=-1 lumo_ev="1.796 / 1.777" multiplicity=5 homo_lumo_gap_ev="7.14 / 7.15"
Fe -0.9590 0.0240 -1.1853
N -1.3608 -3.2382 -0.0436
C -2.3507 -2.3261 0.2775
N -3.3476 -2.6127 1.0908
N -4.0635 -1.4677 1.1483
N -3.5262 -0.5576 0.4123
N -2.4161 -1.0783 -0.1748
C -0.1875 -2.9189 -0.6878
N 0.8812 -3.6990 -0.6781
N 1.7949 -3.0165 -1.3972
N 1.3012 -1.9039 -1.8212
N 0.0127 -1.8102 -1.3904
H -1.3517 -4.0871 0.4947
N 0.8864 0.9263 -2.3187
C 0.5931 2.3271 -2.6257
C -0.7843 2.7486 -2.0995
O -1.0217 3.9400 -1.9872
O -1.5875 1.7699 -1.8554
H 1.7212 0.8161 -1.7607
H 1.0098 0.3392 -3.1325
H 0.5800 2.5007 -3.7028
H 1.3341 2.9991 -2.1955
N 4.3656 -0.1786 2.7615
C 3.2884 0.1145 2.4933
C 1.9374 0.5198 2.1919
C 1.2218 1.2899 3.1018
C -0.0666 1.6715 2.7857
C -0.5952 1.2790 1.5675
N 0.0970 0.5492 0.6941
C 1.3331 0.1630 0.9935
H 1.6806 1.5718 4.0407
H -0.6602 2.2623 3.4682
H -1.6048 1.5423 1.2710
H 1.8448 -0.4591 0.2635

=====

23
Properties=species:S:1:pos:R:3 method="wB97M-V/def2-TZVPD" e_above_lowest_kcal_mol=36.41 lumo_ev=-0.217 homo_lumo_gap_ev=8.99
C -0.7730 0.9145 -1.3608
C -0.0519 1.9411 -1.3955
C -0.3477 -0.0828 1.9611
C 0.6337 -0.5004 1.2058
C -1.6595 0.3776 1.2952
C -0.8457 -0.4512 -0.9950
C 1.3386 1.9501 -0.8842
C -2.1996 -0.7019 0.4470
C 0.6301 -0.5757 -0.2759
C 1.3110 -1.8156 -0.8015
O -2.2397 1.4292 1.3997
O 1.6031 0.4935 -0.6769
O 1.3966 2.6542 0.2834
I -4.0431 -0.2442 -0.3909
H -0.2885 0.1423 3.0140
H 1.4656 -1.0969 1.7092
H -1.1741 -1.1863 -1.6962
H 2.1014 2.3866 -1.6158
H -2.0542 -1.6739 0.7752
H 2.4252 -1.7907 -0.6937
H 1.1065 -2.1950 -1.8771
H 1.0519 -2.7766 -0.2915
H 0.6133 2.8019 0.8644